1.
C68H132O32S9 | ωB97M-V/def2-TZVPD

Highest occupied orbital energy ... -9.859 eV
LUMO energy ... -0.07 eV

Structure (ORCA input):
```
! wB97M-V def2-TZVPD RIJCOSX def2/J DEFGRID3
* xyz 0 1
C 20.2914 -10.9401 1.1360
C 20.1757 -9.8503 2.2390
C 20.3395 -8.4056 1.8009
O 19.3138 -7.7105 2.4181
C 18.4800 -8.5787 2.9994
O 17.4607 -8.3165 3.6734
O 18.8802 -9.7988 2.7754
H 19.7640 -11.8155 1.5149
H 21.2778 -11.3617 0.9428
H 19.7978 -10.6662 0.2036
H 20.8821 -10.0859 3.0349
H 20.2225 -8.3217 0.7204
H 21.3522 -8.1099 2.0752
C 20.9678 -12.0185 8.9430
C 21.2040 -12.0908 10.4618
C 22.5447 -12.6732 10.9092
O 23.1059 -11.7467 11.8415
C 22.5006 -10.5619 11.7852
O 22.7370 -9.5520 12.4686
O 21.3260 -10.7364 11.0161
H 20.8554 -13.0118 8.5083
H 21.8584 -11.6696 8.4204
H 20.1111 -11.4153 8.6425
H 20.3226 -12.5888 10.8659
H 23.1407 -12.9269 10.0326
H 22.3194 -13.6256 11.3893
C 13.4744 -13.6901 1.4118
C 12.1417 -14.0885 0.7810
O 11.3283 -14.7541 1.3248
C 11.7524 -13.6821 -0.6713
H 14.3553 -13.9567 0.8278
H 13.4913 -14.1311 2.4085
H 13.5056 -12.6186 1.6096
H 10.6762 -13.5281 -0.7502
H 11.9765 -14.3369 -1.5134
H 12.3299 -12.7888 -0.9090
C 13.1591 -17.1739 2.4662
C 13.4351 -17.3654 3.9449
O 14.1780 -16.5834 4.5565
C 13.0018 -18.6845 4.5595
H 13.2075 -16.1058 2.2541
H 12.1562 -17.4715 2.1603
H 13.9545 -17.7929 2.0512
H 13.3743 -18.7561 5.5814
H 13.4198 -19.4576 3.9148
H 11.9287 -18.8755 4.5707
C 19.5520 -17.9330 8.2262
C 18.5965 -18.1617 7.0586
O 19.0145 -18.8074 6.0679
C 17.1822 -17.7342 7.2474
H 20.3435 -18.6693 8.0863
H 19.0300 -18.1705 9.1530
H 19.8898 -16.8999 8.1435
H 16.9070 -17.6828 8.3008
H 16.5123 -18.4704 6.8031
H 16.8949 -16.7799 6.8061
C 15.2390 -9.8473 -0.0471
C 16.6147 -10.4228 -0.1151
O 17.4724 -10.0790 -0.9126
C 16.9014 -11.5939 0.7935
H 14.7649 -10.2134 0.8636
H 14.7314 -10.0343 -0.9934
H 15.3317 -8.7869 0.1876
H 16.1640 -12.3245 0.4609
H 16.7703 -11.3252 1.8417
H 17.9164 -11.9339 0.5879
C 11.4461 -12.4513 12.7268
C 11.9648 -11.0972 12.2219
O 12.3691 -10.2825 13.0243
C 11.8926 -10.8909 10.6770
H 11.7666 -13.2403 12.0465
H 10.3576 -12.4388 12.7826
H 11.8802 -12.7202 13.6898
H 12.3741 -11.7441 10.1992
H 12.3856 -9.9748 10.3514
H 10.8720 -10.9514 10.2993
C 22.7218 -16.4608 7.5313
C 22.3316 -15.0477 7.0384
O 23.0585 -14.1113 7.3035
C 21.0395 -14.9262 6.2216
H 21.8391 -17.0749 7.7098
H 23.2622 -16.2954 8.4633
H 23.4591 -16.9373 6.8852
H 21.0100 -15.3090 5.2015
H 20.7629 -13.8722 6.1958
H 20.2688 -15.5510 6.6729
C 21.2005 -6.3193 6.3215
C 21.5022 -7.6989 5.7816
O 22.2596 -7.8385 4.8015
C 20.8891 -8.8875 6.4832
H 21.4436 -5.5924 5.5466
H 21.8071 -5.9930 7.1663
H 20.1517 -6.3467 6.6170
H 20.8225 -8.7262 7.5591
H 21.3784 -9.8458 6.3086
H 19.9134 -9.0594 6.0287
C 19.0693 -16.5283 12.4381
C 19.3343 -15.6906 11.2296
O 20.4423 -15.5881 10.7772
C 18.1706 -15.0311 10.5536
H 19.9313 -17.0954 12.7896
H 18.3234 -17.3059 12.2737
H 18.8560 -15.7986 13.2192
H 18.5119 -14.6268 9.6006
H 17.7104 -14.2670 11.1800
H 17.4329 -15.7899 10.2924
C 12.6175 -7.2702 9.3222
C 11.8302 -6.0256 9.7265
C 12.0998 -5.0460 8.6272
S 12.3445 -5.9519 6.9827
O 13.6903 -5.7102 6.3929
O 11.1619 -5.8232 6.1076
C 12.3734 -7.6300 7.8119
H 12.2665 -8.0546 9.9927
H 13.6911 -7.1515 9.4685
H 12.0758 -5.6083 10.7030
H 10.8058 -6.3963 9.7631
H 13.0904 -4.6000 8.7160
H 11.3220 -4.3031 8.4508
H 13.1455 -8.2268 7.3262
H 11.4239 -8.1201 7.5966
C 13.1556 -14.9457 9.0073
C 12.7937 -15.9494 7.8776
C 12.5712 -17.3319 8.5255
S 13.7332 -17.3536 9.9744
O 14.8184 -18.2384 9.6776
O 12.9492 -17.6322 11.1643
C 14.2512 -15.6479 9.9129
H 12.2309 -14.8179 9.5702
H 13.4985 -13.9780 8.6412
H 13.4935 -16.0219 7.0450
H 11.9067 -15.6013 7.3483
H 12.7147 -18.2603 7.9727
H 11.5702 -17.3209 8.9569
H 15.2446 -15.6265 9.4647
H 14.3692 -15.2953 10.9376
C 18.0936 -17.3734 2.6497
C 19.2345 -17.4092 1.5464
C 19.6452 -15.9206 1.1394
S 18.8964 -14.8457 2.4391
O 17.5688 -14.3195 2.0279
O 19.8498 -13.9264 3.0754
C 18.4481 -16.1912 3.5329
H 18.0371 -18.3085 3.2071
H 17.0885 -17.1636 2.2837
H 18.7817 -17.9392 0.7085
H 20.1308 -17.8798 1.9506
H 19.3677 -15.6226 0.1283
H 20.7197 -15.8781 1.3179
H 17.7119 -15.7602 4.2114
H 19.3386 -16.4256 4.1161
C 15.3115 -12.0520 5.6530
C 16.4049 -12.5696 4.6791
C 17.7402 -12.4893 5.4920
S 17.2578 -12.9775 7.1743
O 17.7060 -11.9853 8.1590
O 17.5286 -14.3832 7.4011
C 15.4073 -12.7892 6.9038
H 14.2975 -12.0203 5.2545
H 15.6594 -11.0389 5.8547
H 16.4839 -11.9908 3.7588
H 16.2110 -13.5705 4.2936
H 18.1237 -11.4712 5.5592
H 18.4739 -13.2362 5.1886
H 14.9625 -12.3792 7.8105
H 15.0209 -13.8036 6.8046
C 23.3200 -11.2515 3.6968
C 24.3446 -10.7335 4.6793
C 25.7560 -10.7622 4.0859
S 25.5646 -10.5843 2.2763
O 25.9786 -11.8261 1.6245
O 26.1327 -9.2845 1.8339
C 23.6837 -10.5319 2.4122
H 22.2967 -11.2289 4.0716
H 23.5392 -12.3192 3.6903
H 24.3139 -11.3567 5.5730
H 24.0345 -9.7454 5.0193
H 26.0561 -11.8097 4.0553
H 26.5702 -10.1626 4.4930
H 23.3371 -10.9918 1.4867
H 23.4690 -9.4717 2.5461
C 17.6876 -11.0379 12.7948
C 16.7629 -12.1436 13.2494
C 15.3568 -11.6915 12.7605
S 15.5831 -11.0857 11.0391
O 14.7281 -9.9597 10.6912
O 15.5374 -12.2465 10.1204
C 17.3842 -10.7459 11.3213
H 18.7239 -11.3315 12.9618
H 17.5643 -10.1562 13.4238
H 16.8903 -12.2672 14.3249
H 17.1147 -13.0900 12.8390
H 15.0631 -10.7678 13.2591
H 14.5132 -12.3810 12.7903
H 17.7524 -9.7720 10.9989
H 17.9093 -11.4548 10.6811
C 13.3841 -6.3964 2.8428
C 12.1172 -6.6373 2.0603
C 11.4099 -7.8718 2.6511
S 12.7729 -8.9347 3.3577
O 12.9843 -10.1457 2.6062
O 12.5724 -8.9151 4.8469
C 14.0986 -7.7092 3.0025
H 13.2932 -5.8317 3.7707
H 13.9906 -5.7426 2.2161
H 12.3178 -6.7234 0.9924
H 11.6078 -5.6782 1.9670
H 10.7558 -8.5235 2.0719
H 10.8623 -7.4408 3.4892
H 14.3968 -7.9092 1.9734
H 14.9617 -7.8132 3.6601
C 16.7677 -7.7218 7.0250
C 17.7078 -8.2574 8.2192
C 17.2126 -7.5188 9.5219
S 16.8070 -5.7776 8.8549
O 17.8327 -4.7977 9.2016
O 15.4099 -5.4469 9.2166
C 16.9900 -6.2252 7.0294
H 15.7243 -7.9746 7.2137
H 16.9345 -8.1298 6.0281
H 18.7516 -8.0430 7.9898
H 17.6857 -9.3468 8.2490
H 17.9980 -7.3528 10.2593
H 16.2683 -7.8333 9.9662
H 18.0475 -6.0633 6.8206
H 16.4901 -5.5457 6.3391
C 11.3934 -12.4525 5.9957
C 11.0649 -12.1862 4.4770
C 10.2135 -13.4055 4.0121
S 9.0151 -13.6347 5.4262
O 9.0057 -15.0986 5.7055
O 7.7677 -12.9408 5.2289
C 9.9783 -12.6296 6.6144
H 11.8711 -11.6077 6.4920
H 12.0914 -13.2815 6.1127
H 11.9812 -12.0781 3.8967
H 10.5327 -11.2359 4.4359
H 10.9000 -14.2521 4.0109
H 9.6763 -13.3359 3.0662
H 9.9520 -13.0221 7.6310
H 9.4742 -11.6633 6.6015
*
```


2.
C68H150N2O6P3 | ωB97M-V/def2-TZVPD

Highest occupied orbital energy (spin up / spin down) ... -5.459 / -9.768 eV
LUMO energy (spin up / spin down) ... -3.09 / -3.25 eV

Structure (ORCA input):
```
! wB97M-V def2-TZVPD RIJCOSX def2/J DEFGRID3
* xyz 2 2
C 10.4187 13.0282 6.2185
C 10.6576 11.6737 5.6526
C 11.9468 10.9230 6.2165
C 13.3287 11.4604 5.7769
N 14.4556 10.4508 6.0523
C 14.3400 9.1451 5.2678
C 15.7864 8.7400 4.8392
C 16.6906 9.7685 5.3764
C 15.7743 11.0264 5.5187
C 14.5632 10.1819 7.5881
H 10.5387 13.0837 7.3005
H 9.4516 13.4879 6.0147
H 11.2131 13.6276 5.7737
H 10.7560 11.6552 4.5672
H 9.7926 11.0662 5.9188
H 11.9758 9.8634 5.9625
H 11.8378 10.8904 7.3005
H 13.5604 12.4538 6.1610
H 13.3629 11.6804 4.7099
H 13.8086 8.4343 5.9007
H 13.9205 9.3855 4.2909
H 16.0965 7.7441 5.1556
H 15.9664 8.8395 3.7688
H 17.0310 9.6086 6.3995
H 17.4423 10.1185 4.6689
H 16.1850 11.7509 6.2218
H 15.5170 11.4300 4.5394
H 13.6951 9.5775 7.8511
H 14.4669 11.1642 8.0506
H 15.5231 9.7163 7.8114
C 19.1180 7.2606 -2.2507
C 20.3908 6.5693 -1.8216
C 20.5742 6.5616 -0.3442
C 21.8100 5.7492 0.0307
N 21.8683 5.4239 1.5493
C 22.7523 4.1809 1.8121
C 22.2557 3.5244 3.1254
C 20.8212 3.8926 3.2312
C 20.5050 4.8997 2.0868
C 22.3350 6.5577 2.4869
H 18.9529 8.2406 -1.8030
H 18.2886 6.6016 -1.9941
H 19.1160 7.3561 -3.3365
H 21.1660 7.1518 -2.3194
H 20.2800 5.5598 -2.2174
H 19.7159 6.0097 0.0390
H 20.6582 7.5452 0.1180
H 22.7622 6.1232 -0.3456
H 21.6828 4.7811 -0.4538
H 23.7910 4.5110 1.8254
H 22.6112 3.5246 0.9533
H 22.9026 3.8830 3.9260
H 22.3939 2.4489 3.0141
H 20.6280 4.2924 4.2267
H 20.1857 3.0108 3.1494
H 19.7644 5.6752 2.2824
H 20.0271 4.3202 1.2969
H 23.4095 6.7178 2.3981
H 22.0532 6.3438 3.5179
H 21.9235 7.5013 2.1287
C 15.6725 10.6754 14.0008
C 14.9917 9.3966 13.6365
C 14.5528 9.3633 12.1505
C 13.6645 8.1107 11.8643
P 14.4278 6.5063 11.7516
C 13.2022 5.1822 11.9512
C 11.9135 5.3094 11.0114
C 10.7469 4.3574 11.3266
C 9.5527 5.0704 12.0422
C 15.9588 6.1008 12.7199
C 16.5604 4.6842 12.4947
C 18.0484 4.5900 13.0300
C 18.5668 3.1212 13.0616
C 15.0206 6.3832 10.0212
C 16.4104 7.0457 9.6690
C 16.8929 6.6452 8.2151
C 18.3047 7.2757 7.8710
H 15.7343 10.8306 15.0779
H 15.1730 11.5993 13.7093
H 16.7024 10.7084 13.6455
H 14.0219 9.3533 14.1321
H 15.5955 8.5652 14.0004
H 15.4320 9.3222 11.5074
H 13.9636 10.2705 12.0170
H 13.2162 8.2995 10.8889
H 12.8500 7.9854 12.5778
H 12.8575 5.0958 12.9816
H 13.6573 4.2142 11.7417
H 12.1752 5.1206 9.9702
H 11.4320 6.2861 11.0588
H 11.1597 3.6019 11.9952
H 10.4368 3.9091 10.3828
H 9.2397 5.8549 11.3532
H 9.7995 5.5580 12.9852
H 8.7173 4.4097 12.2736
H 15.8169 6.2889 13.7841
H 16.6911 6.8588 12.4419
H 16.6043 4.4512 11.4309
H 15.9452 3.8612 12.8585
H 17.9908 4.8935 14.0753
H 18.7219 5.2986 12.5480
H 19.6331 3.0366 12.8520
H 18.0176 2.4867 12.3660
H 18.4873 2.6468 14.0398
H 14.1239 6.7217 9.5021
H 15.0726 5.2946 10.0347
H 17.2619 6.8413 10.3181
H 16.4045 8.1357 9.6706
H 16.1580 7.0622 7.5266
H 17.0446 5.5915 7.9808
H 18.2017 8.3519 8.0102
H 18.6831 7.0452 6.8751
H 19.1103 6.9555 8.5317
C 23.6548 13.5448 3.6374
C 24.6399 12.8775 4.6240
C 24.3230 11.4539 5.1882
C 22.9219 11.4404 5.8888
P 22.8762 10.1698 7.1640
C 23.2642 8.6284 6.2748
C 24.7557 8.1914 6.1313
C 24.9641 7.1103 5.1017
C 26.3833 6.9025 4.5900
C 24.1404 10.5026 8.4586
C 24.0526 11.8410 9.2849
C 25.2625 11.8740 10.2622
C 25.3731 13.0885 11.0955
C 21.2094 10.0040 7.9760
C 20.5833 11.2253 8.6996
C 19.1082 11.0868 9.1336
C 18.8048 10.0598 10.2540
H 23.7154 13.1451 2.6252
H 23.7004 14.6320 3.5740
H 22.6649 13.4539 4.0845
H 24.7081 13.5636 5.4683
H 25.6232 12.7448 4.1729
H 25.1046 11.3392 5.9392
H 24.4758 10.7528 4.3677
H 22.1819 11.2990 5.1010
H 22.6256 12.3559 6.4007
H 22.8155 8.8460 5.3056
H 22.6398 7.8436 6.7017
H 25.0455 7.8581 7.1278
H 25.3484 9.0502 5.8162
H 24.3498 7.1459 4.2019
H 24.6209 6.1713 5.5358
H 26.9867 6.2078 5.1743
H 26.9988 7.7804 4.3933
H 26.3446 6.4894 3.5821
H 25.1680 10.3404 8.1335
H 23.8063 9.6842 9.0965
H 23.1605 11.9332 9.9044
H 24.1016 12.7346 8.6626
H 26.2157 11.8011 9.7385
H 25.2793 10.9260 10.7998
H 25.4667 14.0686 10.6277
H 26.2161 13.0132 11.7824
H 24.6011 13.1013 11.8649
H 21.4841 9.3051 8.7661
H 20.4793 9.5303 7.3198
H 20.7683 12.1423 8.1400
H 21.1170 11.3466 9.6422
H 18.5051 10.8730 8.2512
H 18.8402 12.0793 9.4958
H 19.4721 10.2246 11.0999
H 18.9895 9.0120 10.0172
H 17.7429 10.0609 10.5000
C 20.9583 15.1710 -0.8677
C 20.5744 13.8384 -0.1995
C 19.5386 13.0158 -0.9747
C 19.0433 11.7564 -0.3295
P 17.3762 11.9508 0.4008
C 16.2207 12.6105 -0.8381
C 16.6545 12.4582 -2.3321
C 15.7876 13.0868 -3.3732
C 16.0296 14.5706 -3.5620
C 16.7610 10.3491 0.8931
C 16.3135 9.4296 -0.2247
C 15.4764 8.2796 0.2223
C 14.9530 7.4734 -0.9688
C 17.4306 13.1083 1.8279
C 18.2120 12.4574 3.0076
C 18.1771 13.3082 4.2866
C 18.9613 12.7149 5.4877
H 20.1022 15.7157 -1.2657
H 21.4372 14.9716 -1.8264
H 21.6439 15.7451 -0.2445
H 20.1330 13.8606 0.7969
H 21.4801 13.2517 -0.0462
H 20.0018 12.9008 -1.9547
H 18.7170 13.7118 -1.1444
H 19.7008 11.1782 0.3197
H 18.9452 10.9918 -1.1001
H 16.0422 13.6452 -0.5456
H 15.2479 12.1439 -0.6830
H 16.6490 11.4188 -2.6601
H 17.6691 12.7127 -2.6384
H 14.7290 13.1231 -3.1160
H 15.9977 12.5732 -4.3113
H 17.0514 14.6704 -3.9281
H 15.7370 15.2062 -2.7262
H 15.4282 14.8491 -4.4274
H 15.8924 10.4134 1.5484
H 17.6639 10.0347 1.4167
H 17.2247 9.0358 -0.6751
H 15.8103 10.0413 -0.9735
H 14.7723 8.5553 1.0074
H 16.1458 7.5757 0.7168
H 14.0313 6.9501 -0.7144
H 15.6312 6.9052 -1.6053
H 14.5794 8.1260 -1.7579
H 16.3849 13.2680 2.0907
H 17.7252 14.0670 1.4009
H 19.2391 12.1556 2.8026
H 17.6542 11.5519 3.2463
H 17.1724 13.5221 4.6510
H 18.5644 14.3029 4.0661
H 18.4980 12.8918 6.4583
H 19.9506 13.1686 5.4289
H 19.0669 11.6305 5.4532
O 18.3070 5.3453 5.2100
C 17.3221 5.2045 4.3485
O 17.2616 6.0160 3.4191
O 16.5744 4.2378 4.4029
H 18.8340 6.0295 4.7908
O 18.7840 8.3869 2.9019
C 19.7510 8.5210 3.8102
O 19.9866 7.5503 4.5765
O 20.4194 9.5578 3.7799
H 18.3149 7.5622 3.0486
*
```


The evaluated E_tot for the records listed, in turn: -8661.37752; -4265.26489 Ha.